1.
C4H11NO as an isolated structure at a distorted geometry, computed with ωB97M-V with the def2-TZVPD basis set.

energy above the lowest of the compared OMol25 structures with the same formula, charge and spin: 608.9 kJ/mol
frontier orbital gap: 8.40 eV
LUMO: -0.00868 Eh
E_HOMO: -0.317 hartree
F_max: 5.99 eV/Å

XYZ file:
```
17
Properties=species:S:1:pos:R:3:forces:R:3
C -2.530326 -0.022206 0.514558 0.1 -4.0 1.2
C -1.312181 -0.702318 0.269602 3.8 3.9 2.4
N -0.269179 0.347905 -0.105214 -2.4 -2.1 -0.7
C 0.934290 0.314810 0.714719 -0.6 1.4 2.4
C 1.974390 1.347185 0.262312 -0.6 -1.1 -2.7
H -2.985294 0.624893 -0.122959 -0.7 3.7 -1.0
H -3.250673 -0.567875 1.153135 0.1 -0.3 -1.0
H -2.151637 -0.976457 -0.437972 -1.5 -1.6 -0.9
H -0.796299 1.208754 -0.022141 0.8 0.5 0.0
H 0.743627 0.700421 1.750725 -0.6 -0.9 -0.2
H 1.231471 -0.738610 0.809254 0.5 0.5 -0.3
H 2.034542 0.942713 -0.791051 0.9 1.3 0.5
H 1.640680 2.436196 0.242695 0.3 -1.6 0.2
H 2.925267 1.201637 0.766432 0.0 0.2 0.1
H 0.304288 -1.352122 -1.398494 0.6 -0.3 -0.5
H 0.599233 -2.842395 -1.676538 0.6 1.6 -0.5
O 0.907801 -1.922539 -1.929066 -1.2 -1.3 1.0
```
Forces are in eV/Å.

Atomic partial charges in e from the Löwdin method, atoms 1 to 2:
1 C 0.026
2 C -0.176


2.
An isolated molecule of C4H11NO at a distorted geometry, computed with ωB97M-V with the def2-TZVPD basis set.

energy above the lowest of the compared OMol25 structures with the same formula, charge and spin: 153.1 kJ/mol
frontier orbital gap: 9.98 eV
LUMO: 0.03045 Eh
E_HOMO: -0.336 hartree
F_max: 2.96 eV/Å
SMILES: C[C@H](N)[C@@H](C)O

XYZ file:
```
17
Properties=species:S:1:pos:R:3:forces:R:3
C -0.284443 -0.903646 -1.544160 -1.3 0.0 0.4
C -0.786740 -0.066024 -0.270367 0.1 -0.4 -1.0
N -1.455146 1.202767 -0.602730 0.4 -1.5 -0.6
C 0.303599 0.042041 0.817049 -0.3 -0.6 1.0
C 1.022602 -1.349639 1.059420 -1.4 1.4 1.1
O 1.160864 1.097109 0.538265 2.3 -0.6 -1.8
H 0.739044 -0.677548 -1.926611 -0.7 -0.2 0.6
H -0.435227 -1.979448 -1.233196 0.7 1.1 -0.6
H -1.002972 -0.795987 -2.392955 0.5 0.3 0.7
H -1.619574 -0.626221 0.095110 -0.2 -1.0 0.7
H -0.911044 1.644600 -1.305018 0.4 1.1 -0.3
H -1.620630 1.757697 0.211414 0.1 0.5 0.3
H -0.127993 0.414513 1.753818 -0.8 -1.0 0.1
H 2.058596 -1.412285 0.852836 1.1 0.5 -0.3
H 0.875483 -1.711738 2.094575 0.0 0.3 -0.5
H 0.536131 -2.001144 0.393178 -0.4 -1.2 -0.4
H 0.877191 1.854931 0.998184 -0.4 1.3 0.7
```
Forces are in eV/Å.

Atomic partial charges in e from the Löwdin method, atoms 1 to 2:
1 C -0.053
2 C -0.384


3.
A 2-piece molecular cluster, C4H11NO overall at a distorted geometry, computed with ωB97M-V with the def2-TZVPD basis set.

energy above the lowest of the compared OMol25 structures with the same formula, charge and spin: 91.1 kJ/mol
frontier orbital gap: 10.54 eV
LUMO: 0.03106 Eh
E_HOMO: -0.356 hartree
F_max: 3.70 eV/Å
SMILES: CC(N)=O.CC

XYZ file:
```
17
Properties=species:S:1:pos:R:3:forces:R:3
C -1.064975 1.618671 2.210405 2.4 1.4 -2.4
C -0.163699 1.448357 0.898445 -1.8 -1.5 1.6
N 1.184734 1.376006 1.048105 0.0 0.1 -0.2
O -0.712044 1.265959 -0.163027 0.2 0.2 -0.4
H -1.087529 2.695912 2.120907 -1.0 0.6 0.5
H -0.484345 1.461481 3.090269 0.0 -0.7 0.8
H -2.036228 1.171918 2.100431 -0.1 -0.2 0.1
H 1.669797 1.154030 0.194005 0.2 0.3 0.0
H 1.690004 1.767725 1.820261 -0.1 -0.1 0.1
C 0.695429 -2.958070 -1.358696 -0.8 0.4 0.9
C -0.126371 -2.163406 -2.394728 -0.1 -1.8 -0.6
H 1.683431 -3.214695 -1.750685 0.0 0.3 0.7
H 0.592477 -2.506206 -0.347740 1.3 0.6 -0.7
H 0.205533 -3.882298 -1.038514 -0.2 -0.4 -1.0
H -1.000376 -1.718284 -1.949065 -0.1 0.6 0.0
H 0.386008 -1.541173 -3.132551 0.3 0.5 0.9
H -0.495613 -2.931330 -3.070997 -0.5 -0.2 -0.2
```
Forces are in eV/Å.

Atomic partial charges in e from the Löwdin method, atoms 1 to 2:
1 C 0.010
2 C -0.579


4.
A 2-piece molecular cluster, C4H11NO overall at a distorted geometry, computed with ωB97M-V with the def2-TZVPD basis set.

energy above the lowest of the compared OMol25 structures with the same formula, charge and spin: 29.4 kJ/mol
frontier orbital gap: 10.72 eV
LUMO: 0.02926 Eh
E_HOMO: -0.365 hartree
F_max: 1.30 eV/Å
SMILES: CC(N)=O.CC

XYZ file:
```
17
Properties=species:S:1:pos:R:3:forces:R:3
C -2.145674 -1.648459 0.597918 -0.5 -0.4 0.4
C -2.286991 -0.200858 0.193166 0.2 -0.3 0.0
N -1.706675 0.665990 1.066090 0.0 1.3 0.2
O -2.803116 0.194171 -0.832627 -0.1 -0.3 0.2
H -2.048915 -1.742983 1.677105 0.2 0.1 0.1
H -1.280067 -2.116794 0.139871 0.1 0.1 -0.2
H -3.026445 -2.242212 0.354179 0.0 0.2 -0.4
H -1.901624 1.642602 0.894783 0.1 -0.1 -0.2
H -1.354709 0.484082 1.989257 -0.1 -0.6 -0.1
C 2.076815 0.464880 -1.483659 0.8 -0.2 -0.2
C 2.535901 0.749090 -0.056017 -0.6 0.8 0.7
H 2.635025 1.123679 -2.149761 0.1 -0.3 -0.2
H 2.331840 -0.573673 -1.696730 -0.1 0.1 -0.4
H 1.031455 0.626382 -1.740077 -0.1 0.0 0.5
H 1.700303 0.883719 0.629456 -0.2 -0.2 0.1
H 3.063583 1.699015 0.028060 0.2 0.0 -0.2
H 3.179295 -0.008630 0.388986 0.0 -0.1 -0.3
```
Forces are in eV/Å.

Atomic partial charges in e from the Löwdin method, atoms 1 to 2:
1 C -0.013
2 C -0.602